(1)
{
  "formula": "C53H45BrMgN5OP2Te",
  "method": "the ωB97M-V functional and the def2-TZVPD basis",
  "elements": ["H", "C", "C", "H", "C", "H", "Te", "N", "N", "H", "H", "C", "C", "C", "H", "H", "H", "C", "C", "C", "H", "Br", "C", "H", "C", "H", "H", "C", "H", "H", "H", "H", "H", "H", "C", "C", "C", "C", "P", "Mg", "C", "N", "H", "H", "H", "H", "H", "O", "C", "H", "H", "H", "C", "C", "H", "C", "C", "C", "C", "C", "H", "H", "H", "C", "N", "H", "C", "H", "C", "H", "C", "H", "C", "C", "C", "P", "H", "C", "H", "H", "C", "C", "H", "C", "C", "H", "C", "H", "H", "C", "C", "C", "C", "H", "N", "C", "C", "C", "C", "C", "C", "C", "H", "C", "C", "C", "H", "C", "H"],
  "positions_angstrom": [[-1.5005, 1.0698, 3.7172], [2.7935, -3.6050, 3.0028], [5.0151, -2.6202, 4.3240], [-2.6206, -0.7258, -2.3815], [-1.3754, 2.0359, 0.7673], [-0.4247, -2.7065, 5.2428], [3.0841, -2.6539, -0.6745], [0.8455, 1.3030, 1.4518], [-1.7414, 1.5637, -3.9032], [-0.3249, 2.3080, 5.5084], [1.9248, -3.9873, 2.4783], [3.4967, 0.2956, -2.2291], [-1.9422, -2.8176, 2.1754], [4.5363, 1.8940, 2.9146], [0.1011, -2.9874, 2.8663], [-2.3611, 1.1654, -4.5828], [-5.1222, 1.1366, 0.5403], [4.8613, 0.5324, -2.0714], [-0.9250, -2.8394, 3.1768], [-4.0775, 1.4133, 0.5521], [3.5122, -0.5653, -5.5099], [5.4117, 3.8181, 4.8527], [5.2355, -4.5725, 0.4622], [-2.0010, 4.1140, 0.5608], [-1.3087, 0.8481, -2.8340], [-0.6331, -3.1964, 0.5141], [-0.9935, -2.4189, -1.8434], [1.7182, 2.0203, 4.5612], [5.8391, -1.2958, 0.0164], [5.8807, -2.2308, 4.8464], [2.1479, 2.5349, 5.4229], [1.0983, 5.1896, -0.8719], [-4.4048, 3.5661, 0.4425], [-1.5830, 2.5562, -3.9135], [5.2501, -0.0376, -4.3716], [5.7341, 0.3677, -3.1343], [-2.3473, 3.0881, 0.5970], [3.1784, -2.2819, 2.7968], [2.3832, 0.4606, -0.7693], [-0.1289, -0.1275, -0.3422], [3.1027, 3.7566, 3.0100], [7.4727, -4.0258, 1.1232], [5.9322, -0.1890, -5.1994], [6.7003, -5.9177, 1.2812], [1.1822, 2.8467, -1.6437], [6.7938, 0.5496, -2.9998], [1.9565, -0.2578, -3.6086], [-0.6803, 1.4012, -1.9359], [3.3925, 4.0552, 1.4742], [2.1559, -0.1321, 5.1869], [4.5971, -0.7740, 3.3220], [5.2345, 0.8366, -1.1007], [2.1226, 1.5710, 2.2300], [6.0019, -2.3353, 0.2692], [2.9041, 4.6903, 3.5380], [-0.0780, 2.3293, 1.0678], [1.8705, 0.2635, 2.9846], [-3.2778, -2.6024, 2.6318], [2.7484, 2.2691, -0.3646], [-2.8611, -2.2782, 6.2912], [8.0458, -2.0720, 0.8836], [1.0273, 3.3090, 2.9588], [0.2210, 3.3596, 1.1114], [4.2937, -1.8000, 3.4707], [-3.1573, -2.1326, 7.3951], [-4.5806, -2.2466, 4.2804], [4.6281, -3.9399, 4.5129], [5.3739, 1.2458, 3.1328], [-2.5395, -2.4568, 4.9232], [4.4694, -5.3314, 0.3556], [-1.6261, -0.6262, -2.8332], [-0.2019, -0.4033, 2.3453], [-1.2138, -2.6741, 4.5025], [3.0188, -0.0856, -3.4772], [4.9741, -3.2555, 0.1035], [2.1085, -1.2280, 1.7302], [4.3082, 4.6553, 1.4969], [-0.6050, -1.4079, -1.9998], [4.7168, 2.7787, 0.3053], [0.2999, -1.5413, -2.6084], [0.3440, 0.4966, 2.6252], [0.2063, 1.8676, 4.6715], [5.1963, -4.5840, 5.1727], [4.3128, 3.0505, 3.5104], [7.2188, -2.7666, 0.7684], [-3.3574, -0.5987, 0.5168], [-3.0943, 0.4555, 0.5623], [-2.4325, -3.0268, 0.0935], [-4.0771, -2.5912, 1.9005], [2.1912, 0.5837, 4.3747], [3.7079, 2.7223, 0.7253], [1.7921, 4.5197, -0.3753], [6.4819, -4.8989, 0.9739], [-1.7000, -0.9650, -3.8758], [-1.7833, 0.7130, 0.6514], [-3.5629, -2.4210, 3.9557], [-1.6482, -3.0076, 0.8379], [1.9051, 3.1584, -0.9002], [-0.4260, 1.2158, 3.6987], [3.2474, -0.7206, 0.3478], [3.6115, 1.6158, 1.7606], [-3.6652, 2.7772, 0.5206], [3.2212, -5.4674, 3.9831], [3.5171, -4.4334, 3.8475], [2.3705, 4.8947, 0.7674], [3.8917, -0.2548, -4.5437], [2.1682, 5.8724, 1.1954], [1.9351, 2.7573, 3.1913], [3.9092, 0.6751, 1.3104]],
  "forces_ev_per_angstrom": [[0.0, 0.0, 0.0], [0.0, 0.0, -0.1], [0.0, 0.0, 0.0], [-0.1, 0.0, -0.1], [-1.9, -0.2, -0.2], [0.1, 0.0, 0.0], [0.5, 0.3, 0.3], [-1.6, 1.0, -0.3], [0.1, 0.1, 0.2], [0.0, 0.0, 0.0], [0.1, 0.0, 0.0], [-0.1, 0.1, 0.0], [0.2, -0.2, -1.0], [0.1, 0.1, 0.1], [-0.1, 0.0, 0.0], [0.1, -0.1, 0.0], [0.1, 0.0, -0.1], [0.0, 0.0, -0.1], [0.3, 0.0, 0.6], [0.2, 0.9, 0.0], [0.0, 0.0, 0.0], [-0.1, -0.1, 0.0], [-0.2, 0.0, -0.1], [0.0, 0.0, 0.1], [-0.3, -0.1, -0.5], [0.0, 0.0, 0.0], [0.0, 0.1, 0.1], [-0.2, 0.1, 0.0], [0.0, 0.0, 0.0], [0.0, 0.0, 0.0], [0.0, 0.0, 0.0], [0.0, 0.1, 0.0], [0.0, 0.0, 0.0], [0.0, 0.0, 0.0], [0.0, 0.0, 0.0], [0.0, 0.0, 0.0], [0.7, -0.4, 0.2], [-0.3, -0.2, -0.1], [0.9, -0.1, -0.7], [0.1, -0.5, -0.4], [-0.1, 0.0, -0.1], [0.1, 0.0, 0.1], [0.0, 0.0, 0.0], [-0.1, 0.0, 0.0], [-0.1, 0.0, 0.0], [0.0, 0.0, 0.0], [0.0, 0.0, 0.0], [0.1, 0.0, 0.2], [-0.2, -0.1, 0.1], [0.1, 0.1, 0.0], [0.0, 0.1, 0.0], [0.0, 0.0, 0.0], [0.7, -0.1, 0.4], [0.0, 0.1, -0.1], [0.0, 0.0, 0.0], [1.7, -0.5, 0.5], [-0.8, 0.0, -0.8], [-0.4, 0.2, 0.3], [-0.2, 0.2, 0.1], [0.1, -0.1, -0.4], [-0.1, 0.1, 0.0], [0.0, 0.0, 0.0], [0.2, 0.1, -0.1], [0.1, 0.0, -0.1], [-0.1, 0.1, 0.6], [-0.1, 0.0, 0.0], [0.0, 0.0, 0.0], [0.0, 0.0, 0.0], [-0.2, 0.1, 0.3], [0.0, 0.0, 0.1], [0.3, -0.2, 0.1], [0.0, 0.0, -0.1], [0.0, 0.0, -0.3], [-0.1, 0.1, 0.1], [0.0, 0.0, -0.1], [0.5, 0.2, 0.6], [0.0, 0.0, 0.0], [-0.1, -0.2, -0.1], [0.0, -0.1, 0.0], [0.1, 0.0, 0.0], [0.0, -0.3, 0.9], [0.0, 0.1, 0.1], [0.0, 0.0, 0.0], [0.2, 0.1, 0.1], [0.0, -0.1, 0.0], [0.2, 0.0, 0.0], [0.4, -0.6, 0.2], [-0.1, 0.0, -0.1], [-0.1, 0.0, 0.0], [0.1, 0.0, 0.1], [-0.1, -0.1, 0.0], [0.0, 0.2, 0.1], [0.0, 0.0, 0.0], [-0.2, 0.1, 0.0], [0.1, 0.9, 0.0], [0.1, 0.0, -0.1], [0.1, 0.3, 0.3], [0.2, -0.2, -0.1], [-0.1, -0.1, 0.1], [-0.6, -0.6, -0.2], [-0.1, 0.1, -0.2], [-0.6, -0.5, 0.0], [0.0, 0.0, 0.0], [0.0, -0.1, 0.0], [0.1, 0.1, 0.1], [0.0, 0.0, -0.1], [0.0, 0.0, -0.1], [0.1, 0.1, 0.0], [0.0, 0.0, 0.0]],
  "total_energy_ha": -6120.310163,
  "de_lowest_ev": 7.935,
  "total_charge": -1,
  "lumo_energy_ev": [1.800, 0.233],
  "max_force_ev_per_a": 1.89
}

=====

(2)
{
  "formula": "C53H48BKN8O3",
  "method": "the ωB97M-V functional and the def2-TZVPD basis",
  "elements": ["H", "C", "N", "H", "C", "C", "H", "C", "H", "C", "C", "C", "H", "C", "H", "H", "C", "H", "C", "C", "N", "H", "C", "C", "H", "H", "H", "C", "C", "H", "C", "C", "C", "H", "H", "C", "C", "C", "H", "C", "C", "C", "H", "H", "N", "C", "H", "C", "C", "H", "C", "H", "H", "H", "H", "C", "N", "H", "C", "H", "C", "H", "H", "H", "C", "H", "H", "H", "C", "N", "C", "N", "B", "H", "H", "C", "N", "C", "H", "C", "H", "H", "H", "H", "H", "H", "C", "C", "H", "N", "O", "C", "O", "C", "O", "C", "C", "H", "C", "C", "C", "H", "H", "H", "C", "C", "C", "H", "C", "K", "C", "C", "C", "H"],
  "positions_angstrom": [[3.0183, -8.6937, -17.7106], [-2.2741, -13.7143, -17.9522], [4.3592, -13.8403, -17.1508], [-3.5950, -12.6791, -16.5132], [5.6768, -13.6845, -16.8225], [2.2048, -18.2472, -17.1034], [3.7193, -12.1212, -16.0452], [0.7480, -20.9559, -19.8042], [-1.3514, -12.7514, -24.1461], [-4.0977, -12.4871, -14.3959], [-2.9865, -15.0417, -14.1542], [-4.4784, -18.4989, -18.1433], [-2.6954, -16.0915, -14.0773], [1.5094, -17.3250, -14.1446], [5.6318, -12.2437, -15.2198], [5.9243, -11.5767, -16.8462], [0.3199, -17.3712, -11.5738], [0.2836, -19.0169, -14.6044], [6.6003, -17.6686, -18.4225], [-3.9174, -13.0944, -13.1392], [4.2261, -14.8908, -17.9403], [1.5530, -9.5990, -19.7030], [6.7517, -18.8522, -19.1429], [4.7456, -17.0995, -19.8456], [0.6884, -14.1263, -20.6859], [7.4365, -14.8592, -17.5459], [-4.9380, -15.2177, -17.3310], [0.3824, -11.0054, -21.8599], [0.1595, -20.3812, -20.9164], [-6.1975, -17.2037, -18.0552], [-0.3793, -11.2729, -23.0044], [2.0809, -12.7396, -14.4110], [1.1844, -11.6070, -14.4021], [-0.0228, -21.0009, -21.7853], [-0.7325, -16.4771, -20.5161], [6.1516, -12.4304, -16.1650], [-3.0753, -16.2104, -17.1794], [0.5302, -18.2665, -13.8603], [1.2723, -15.3567, -11.3334], [-0.0363, -18.2320, -12.5972], [-0.2661, -13.5928, -22.4791], [1.9613, -20.5966, -17.6954], [1.9624, -17.1765, -15.1023], [4.1472, -9.8878, -16.9474], [2.0899, -12.7335, -19.0186], [-3.1065, -18.5343, -17.9247], [4.0284, -16.3876, -20.1370], [2.6510, -19.5509, -17.0438], [-2.3465, -14.9484, -16.6968], [7.2762, -17.4479, -17.6048], [4.8541, -18.2811, -20.5649], [-2.5579, -19.4557, -18.0836], [-0.7204, -18.6038, -21.7824], [-3.4159, -14.9883, -12.1201], [-4.1240, -12.4475, -12.2886], [-3.5837, -13.1139, -15.5309], [2.6639, -12.1251, -17.9614], [2.5309, -9.4947, -16.2356], [-0.7108, -12.5700, -23.3022], [2.3390, -21.6066, -17.7068], [2.4686, -10.7640, -18.0583], [-5.0226, -19.3571, -18.5166], [-0.9117, -15.9719, -15.7606], [7.4307, -19.6485, -18.8390], [1.8886, -13.6943, -13.4162], [1.3833, -13.3485, -16.0715], [-0.5378, -14.6244, -22.6864], [0.6080, -9.9630, -21.6454], [-5.1356, -17.2864, -17.9098], [-0.3053, -16.8577, -19.6739], [-4.4448, -16.1726, -17.4593], [1.0304, -17.8523, -17.6742], [3.2219, -12.9009, -16.7739], [1.0339, -21.9999, -19.7829], [-0.1817, -17.4651, -10.6301], [3.0692, -9.6745, -17.1899], [2.2093, -13.5657, -15.5772], [1.0653, -20.1605, -18.6900], [-0.7152, -19.0281, -12.4217], [-3.0550, -14.4008, -15.4338], [4.1065, -18.4475, -21.3373], [-1.3538, -17.5298, -17.1856], [-4.3673, -11.4330, -14.3742], [7.2397, -12.4058, -16.0000], [-0.7505, -10.4851, -23.6284], [1.6667, -10.6292, -14.6327], [1.1602, -16.2434, -11.9245], [-0.0219, -18.2661, -19.7715], [0.4426, -11.7081, -15.2224], [2.1207, -15.0215, -15.2762], [-3.3598, -13.5343, -18.4400], [5.4109, -15.4668, -18.1233], [-1.1887, -13.2156, -18.0481], [5.8200, -19.1869, -20.1284], [-0.9503, -15.1386, -16.2659], [1.6187, -16.2560, -13.2464], [-0.2367, -19.0354, -20.9222], [0.5790, -11.4884, -13.4796], [5.5913, -16.7516, -18.7913], [1.8216, -10.5365, -19.2391], [0.7955, -12.0311, -21.0021], [1.7236, -13.4034, -12.4084], [3.5454, -19.7547, -16.4703], [5.7489, -20.2015, -20.4573], [0.6263, -18.7837, -18.6421], [0.4531, -13.3179, -21.3388], [-3.5636, -14.4307, -13.0154], [-1.0130, -16.7084, -19.0021], [-2.4150, -17.4350, -17.4127], [1.5833, -15.2058, -18.1786], [1.5627, -11.8094, -19.7832], [6.3845, -14.6473, -17.5151], [1.9958, -15.0130, -13.9336], [2.8066, -17.4698, -16.6305]],
  "forces_ev_per_angstrom": [[0.1, -0.7, 0.0], [-0.2, -2.7, 2.7], [1.0, -0.1, 0.1], [-0.2, 0.4, 0.0], [0.2, 0.8, -0.8], [-0.2, -0.3, 0.3], [0.2, 0.7, -0.1], [-0.3, 0.4, -0.2], [-0.1, -0.3, -0.3], [1.5, -0.1, 0.8], [-1.8, 0.3, -1.1], [0.2, 0.8, 0.0], [0.3, 0.3, -0.1], [-1.5, 0.0, 0.8], [0.2, 0.0, -0.1], [0.1, -0.4, 0.5], [1.0, 2.0, -1.2], [-0.1, 0.0, 0.1], [0.0, 0.5, -0.6], [-1.3, 0.6, -0.1], [-0.8, -1.7, -0.6], [0.1, 0.0, 0.3], [-1.1, -0.4, 0.3], [0.8, -0.2, -0.1], [0.3, -0.4, 0.4], [0.3, 0.3, 0.2], [-0.2, -0.1, 0.0], [-0.1, 0.4, -0.2], [-0.4, 0.0, 0.0], [-0.3, 0.0, -0.2], [0.5, 0.1, 1.0], [0.2, -2.3, 2.4], [-1.0, 2.7, -1.1], [-0.1, 0.0, -0.1], [0.2, -0.4, -0.2], [0.2, 0.7, -0.1], [0.9, -0.4, -0.3], [1.5, 0.4, -0.3], [0.1, 0.1, 0.4], [0.0, -0.9, 0.3], [-0.4, -0.4, -0.2], [0.3, 0.6, 0.3], [-0.1, -0.3, -0.1], [-1.1, 0.2, -0.2], [-0.2, -0.8, -0.2], [0.0, -0.3, 0.4], [-0.9, 0.8, -0.3], [0.1, 0.0, 0.3], [0.6, 0.2, 0.5], [-0.1, 0.1, 0.0], [0.1, 0.3, 1.2], [0.1, 0.0, -0.1], [-0.1, 0.1, -0.2], [-0.3, 0.1, 0.9], [-0.2, -0.4, 0.2], [-0.7, -0.5, 0.7], [-1.0, 0.4, 0.4], [0.3, -0.5, -0.5], [-0.1, -0.3, -0.1], [0.1, -0.2, 0.0], [0.9, 0.6, 0.0], [0.1, -0.1, 0.0], [0.2, 0.4, -0.2], [0.1, 0.4, 0.1], [1.1, -1.0, -0.1], [-2.2, -0.2, -0.9], [0.0, 0.1, -0.1], [0.1, -0.2, 0.1], [0.4, -0.2, 0.1], [0.3, -0.1, -1.9], [0.2, 0.4, 0.1], [0.7, -1.0, -0.4], [1.6, 0.2, 1.6], [0.1, -0.1, -0.2], [0.0, 0.1, 0.4], [0.4, 0.1, 0.5], [0.5, 0.1, -2.9], [-0.3, 0.6, 0.1], [-0.8, -0.5, 0.6], [0.7, 0.3, 0.3], [0.3, -0.4, 0.1], [-0.1, 0.0, -0.1], [-0.2, -0.2, -0.4], [-0.3, -0.3, 0.0], [0.0, 0.5, -0.1], [-0.2, -0.4, 0.3], [-1.4, -2.5, -0.8], [-0.2, 0.5, -0.1], [0.0, -0.1, 0.2], [1.0, 1.2, 0.0], [-2.1, 0.5, -1.5], [-0.1, 1.3, 0.7], [2.4, 1.0, -0.5], [-0.3, 0.2, -0.2], [-1.1, -0.9, -0.7], [0.7, 1.2, -0.2], [0.2, -0.2, 0.7], [0.6, -0.2, -0.4], [0.3, -0.9, -0.4], [-0.3, 0.0, -0.1], [0.1, 0.1, -0.5], [-0.3, -0.1, 0.7], [0.2, 0.0, 0.0], [0.4, -0.5, -0.5], [0.6, -0.2, -0.4], [-0.4, -0.5, -0.4], [2.0, 0.1, -2.0], [-0.6, 0.3, 1.3], [-0.3, 0.5, 0.3], [-0.9, -0.7, 0.3], [0.2, 1.3, 0.2], [-0.1, -0.8, 0.7], [-0.3, 1.4, 0.5], [-0.1, -0.1, -0.1]],
  "total_energy_ha": -3337.009660,
  "de_lowest_ev": 0.000,
  "total_charge": -2,
  "lumo_energy_ev": [3.895, 3.898],
  "max_force_ev_per_a": 3.82
}